(1)
{
  "formula": "C3H5NO2",
  "method": "wB97M-V/def2-TZVPD",
  "elements": ["O", "C", "C", "O", "C", "N", "H", "H", "H", "H", "H"],
  "positions_angstrom": [[1.235, -0.035, -0.698], [0.643, -0.657, 0.431], [-0.663, 0.189, 0.562], [-0.460, 1.418, 1.193], [-0.708, 0.262, -0.954], [-0.849, -0.125, -2.080], [0.337, -0.310, -1.912], [0.423, -1.734, 0.299], [1.236, -0.515, 1.348], [-1.568, -0.264, 0.992], [0.374, 1.770, 0.820]],
  "lowdin_charge": [-0.258, -0.252, -0.299, -0.005, -0.086, 0.198, 0.176, 0.124, 0.127, 0.159, 0.117],
  "max_force_ev_per_a": 1.3,
  "mol_weight_g_mol": 87.1,
  "de_lowest_ev": 4.838,
  "charge": 0,
  "gap_ev": 10.10,
  "e_homo_ev": -9.71,
  "total_energy_ev": -8772.8569
}

---

(2)
{
  "formula": "C15H42O9",
  "method": "wB97M-V/def2-TZVPD",
  "elements": ["C", "C", "C", "O", "H", "H", "H", "H", "H", "H", "C", "C", "C", "O", "H", "H", "H", "H", "H", "H", "C", "C", "C", "O", "H", "H", "H", "H", "H", "H", "C", "O", "H", "H", "H", "H", "C", "O", "H", "H", "H", "H", "C", "O", "H", "H", "H", "H", "C", "O", "H", "H", "H", "H", "C", "O", "H", "H", "H", "H", "C", "O", "H", "H", "H", "H"],
  "positions_angstrom": [[7.269, 8.050, 12.787], [8.752, 8.102, 12.577], [9.582, 8.165, 13.831], [9.262, 8.099, 11.452], [6.979, 8.515, 13.743], [6.861, 7.019, 12.893], [6.809, 8.572, 11.913], [10.620, 8.067, 13.512], [9.330, 7.274, 14.440], [9.264, 8.982, 14.384], [9.605, 13.880, 6.149], [8.430, 14.563, 6.666], [8.629, 15.783, 7.478], [7.289, 14.183, 6.556], [10.335, 13.645, 6.922], [10.081, 14.543, 5.380], [9.223, 13.008, 5.527], [9.034, 16.609, 6.870], [9.421, 15.615, 8.210], [7.666, 16.109, 7.895], [8.371, 11.679, 9.201], [7.272, 11.415, 8.137], [5.986, 12.131, 8.357], [7.463, 10.772, 7.117], [8.936, 10.736, 9.319], [7.871, 12.031, 10.090], [9.107, 12.497, 8.801], [5.804, 12.490, 9.318], [5.133, 11.529, 8.050], [6.085, 13.086, 7.804], [10.571, 5.224, 9.791], [10.328, 6.418, 9.057], [11.247, 4.676, 9.170], [11.075, 5.506, 10.754], [9.647, 4.619, 9.945], [9.821, 7.058, 9.563], [12.611, 14.990, 8.443], [12.147, 13.877, 9.190], [11.787, 15.631, 8.351], [13.467, 15.505, 8.908], [12.923, 14.724, 7.419], [12.874, 13.277, 9.161], [9.347, 8.139, 6.086], [9.761, 9.217, 6.919], [8.627, 8.545, 5.395], [10.166, 7.765, 5.578], [8.863, 7.325, 6.661], [8.977, 9.879, 6.798], [15.421, 12.741, 9.460], [14.392, 12.012, 8.671], [16.285, 12.911, 8.806], [15.009, 13.679, 9.842], [15.773, 12.196, 10.296], [14.171, 11.178, 9.130], [13.046, 8.120, 6.724], [12.557, 9.345, 7.235], [12.668, 7.224, 7.196], [12.956, 8.106, 5.644], [14.117, 8.102, 6.837], [11.648, 9.499, 6.953], [12.474, 8.863, 10.706], [13.482, 9.527, 9.949], [12.741, 8.846, 11.786], [11.448, 9.219, 10.637], [12.274, 7.784, 10.299], [13.314, 9.442, 8.952]],
  "lowdin_charge": [-0.028, -0.471, -0.007, 0.037, 0.081, 0.101, 0.097, 0.085, 0.103, 0.060, -0.017, -0.548, -0.020, 0.049, 0.075, 0.110, 0.117, 0.096, 0.074, 0.095, 0.017, -0.450, -0.019, 0.042, 0.081, 0.061, 0.115, 0.051, 0.095, 0.082, -0.158, -0.151, 0.063, 0.083, 0.083, 0.037, -0.166, -0.115, 0.037, 0.081, 0.089, 0.006, -0.137, -0.180, 0.077, 0.045, 0.087, 0.074, -0.090, -0.149, 0.079, 0.065, 0.062, 0.039, -0.143, -0.128, 0.076, 0.078, 0.075, 0.046, -0.156, -0.168, 0.080, 0.047, 0.095, 0.070],
  "max_force_ev_per_a": 3.1,
  "mol_weight_g_mol": 366.5,
  "de_lowest_ev": 0.462,
  "charge": 0,
  "smiles": "CC(C)=O.CC(C)=O.CC(C)=O.CO.CO.CO.CO.CO.CO",
  "gap_ev": 10.06,
  "e_homo_ev": -9.53,
  "total_energy_ev": -34660.2957
}

---

(3)
{
  "formula": "C75H76BrNPSb2ScSi2",
  "method": "wB97M-V/def2-TZVPD",
  "elements": ["Sc", "C", "C", "C", "C", "C", "C", "C", "P", "C", "C", "C", "C", "C", "C", "C", "C", "C", "C", "C", "C", "C", "C", "H", "H", "H", "H", "H", "H", "H", "H", "H", "H", "H", "H", "H", "H", "H", "H", "H", "H", "H", "H", "C", "C", "C", "Sb", "C", "C", "C", "C", "C", "C", "C", "C", "C", "C", "C", "C", "Sb", "C", "C", "C", "C", "C", "C", "C", "C", "C", "C", "C", "C", "H", "H", "H", "H", "H", "H", "H", "H", "H", "H", "H", "H", "H", "H", "H", "H", "H", "H", "H", "H", "H", "H", "H", "H", "H", "H", "C", "Si", "C", "C", "C", "H", "H", "H", "H", "H", "H", "H", "H", "H", "H", "H", "Br", "C", "C", "C", "N", "C", "C", "H", "H", "H", "H", "C", "C", "C", "C", "C", "C", "Si", "C", "C", "C", "C", "C", "C", "C", "C", "C", "C", "C", "C", "H", "H", "H", "H", "H", "H", "H", "H", "H", "H", "H", "H", "H", "H", "H"],
  "positions_angstrom": [[-0.725, 0.306, -1.099], [-4.703, 1.754, 1.416], [-4.148, 2.509, 2.587], [-4.991, 2.816, 3.652], [-4.556, 3.553, 4.738], [-3.254, 4.025, 4.749], [-2.400, 3.721, 3.701], [-2.811, 2.935, 2.622], [-1.663, 2.458, 1.219], [-0.123, 3.038, 2.071], [0.111, 2.326, 3.257], [1.054, 2.736, 4.179], [1.806, 3.871, 3.918], [1.650, 4.524, 2.712], [0.710, 4.118, 1.760], [0.667, 4.859, 0.451], [-2.154, 3.744, 0.000], [-2.790, 4.914, 0.425], [-3.291, 5.827, -0.484], [-3.224, 5.540, -1.841], [-2.597, 4.387, -2.270], [-1.997, 3.490, -1.378], [-1.133, 2.396, -1.910], [-5.784, 1.649, 1.507], [-4.268, 0.756, 1.356], [-4.486, 2.281, 0.484], [-6.016, 2.467, 3.614], [-5.229, 3.773, 5.557], [-2.897, 4.638, 5.566], [-1.402, 4.133, 3.736], [-0.524, 1.471, 3.476], [1.176, 2.198, 5.111], [2.529, 4.227, 4.640], [2.269, 5.383, 2.485], [1.611, 5.382, 0.293], [-0.140, 5.591, 0.432], [0.506, 4.166, -0.371], [-2.885, 5.118, 1.482], [-3.737, 6.749, -0.134], [-3.640, 6.232, -2.563], [-2.527, 4.184, -3.333], [-0.111, 2.804, -1.949], [-1.398, 2.221, -2.963], [-0.117, -2.073, 3.820], [1.398, -2.306, 3.938], [2.372, -1.137, 3.792], [2.739, -0.391, 1.767], [3.744, -2.258, 1.377], [3.002, -3.351, 0.945], [3.594, -4.596, 0.784], [4.946, -4.753, 1.042], [5.698, -3.667, 1.469], [5.099, -2.427, 1.642], [4.502, 0.728, 2.314], [4.954, 1.673, 1.403], [6.059, 2.463, 1.687], [6.721, 2.324, 2.895], [6.274, 1.386, 3.816], [5.170, 0.597, 3.528], [-1.043, -1.816, 1.860], [-3.000, -1.366, 2.710], [-4.182, -1.718, 2.062], [-5.417, -1.396, 2.607], [-5.491, -0.688, 3.797], [-4.323, -0.287, 4.425], [-3.090, -0.621, 3.882], [-1.303, -3.975, 1.597], [-0.189, -4.793, 1.786], [-0.252, -6.160, 1.553], [-1.438, -6.740, 1.129], [-2.555, -5.940, 0.940], [-2.483, -4.571, 1.160], [-0.393, -1.205, 4.420], [-0.628, -2.942, 4.237], [1.724, -3.079, 3.238], [1.552, -2.724, 4.940], [3.351, -1.503, 4.103], [2.094, -0.303, 4.440], [1.945, -3.234, 0.724], [3.000, -5.439, 0.451], [5.415, -5.720, 0.912], [6.756, -3.785, 1.668], [5.690, -1.581, 1.972], [4.436, 1.796, 0.460], [6.397, 3.194, 0.963], [7.582, 2.940, 3.121], [6.788, 1.267, 4.762], [4.833, -0.122, 4.265], [-4.162, -2.227, 1.108], [-6.320, -1.698, 2.090], [-6.454, -0.444, 4.224], [-4.367, 0.286, 5.343], [-2.194, -0.280, 4.387], [0.749, -4.375, 2.125], [0.630, -6.769, 1.705], [-1.494, -7.806, 0.952], [-3.490, -6.380, 0.617], [-3.369, -3.977, 0.996], [-6.090, -0.239, -1.255], [-4.354, -0.664, -1.915], [-4.378, -2.553, -2.197], [-4.246, 0.194, -3.606], [-2.989, -0.079, -0.792], [-6.865, -0.651, -1.906], [-6.239, 0.843, -1.210], [-6.257, -0.633, -0.250], [-3.858, -2.831, -3.116], [-5.407, -2.908, -2.283], [-3.907, -3.103, -1.378], [-5.115, -0.043, -4.223], [-3.353, -0.098, -4.163], [-4.216, 1.279, -3.479], [-3.106, -0.598, 0.165], [-3.253, 0.967, -0.591], [-1.519, -5.197, -5.617], [-1.333, -3.826, -4.333], [-1.210, -2.507, -4.738], [-1.039, -1.547, -3.758], [-0.993, -1.823, -2.453], [-1.129, -3.098, -2.089], [-1.298, -4.136, -2.984], [-1.233, -2.233, -5.782], [-0.917, -0.506, -4.039], [-1.093, -3.309, -1.026], [-1.388, -5.157, -2.644], [0.601, 2.228, -6.561], [0.897, 3.016, -5.459], [1.313, 2.426, -4.275], [1.466, 1.042, -4.144], [1.154, 0.273, -5.271], [0.730, 0.851, -6.460], [1.978, 0.215, -2.445], [2.518, -1.527, -3.105], [2.010, -2.697, -2.547], [2.352, -3.954, -3.031], [3.231, -4.064, -4.096], [3.768, -2.913, -4.659], [3.416, -1.666, -4.167], [3.749, 0.946, -2.153], [4.820, 0.105, -1.843], [6.101, 0.602, -1.644], [6.352, 1.960, -1.757], [5.305, 2.816, -2.065], [4.026, 2.313, -2.244], [0.278, 2.682, -7.489], [0.803, 4.094, -5.517], [1.516, 3.074, -3.431], [1.252, -0.805, -5.221], [0.509, 0.221, -7.314], [1.330, -2.625, -1.707], [1.931, -4.843, -2.574], [3.498, -5.038, -4.486], [4.461, -2.991, -5.488], [3.843, -0.776, -4.617], [4.657, -0.962, -1.764], [6.910, -0.082, -1.413], [7.352, 2.350, -1.613], [5.485, 3.880, -2.169], [3.228, 3.010, -2.465]],
  "lowdin_charge": [0.751, -0.055, -0.270, -0.065, -0.082, -0.077, -0.092, -0.299, 1.142, -0.337, -0.163, -0.094, -0.076, -0.045, -0.245, -0.027, -0.345, -0.096, -0.085, -0.078, -0.045, -0.323, -0.250, 0.088, 0.047, 0.076, 0.110, 0.103, 0.103, 0.099, 0.090, 0.104, 0.105, 0.111, 0.082, 0.084, 0.061, 0.104, 0.101, 0.102, 0.111, 0.019, 0.050, -0.358, -0.362, -0.379, 1.430, -0.383, -0.170, -0.086, -0.088, -0.082, -0.114, -0.391, -0.139, -0.082, -0.089, -0.091, -0.138, 1.432, -0.353, -0.165, -0.085, -0.085, -0.086, -0.127, -0.367, -0.140, -0.081, -0.088, -0.082, -0.131, 0.034, 0.064, 0.058, 0.110, 0.042, 0.046, 0.067, 0.100, 0.101, 0.103, 0.088, 0.070, 0.099, 0.101, 0.101, 0.083, 0.072, 0.106, 0.108, 0.109, 0.078, 0.059, 0.104, 0.103, 0.106, 0.068, -0.183, 0.438, -0.165, -0.173, -0.387, 0.025, 0.025, 0.006, 0.015, 0.028, 0.005, 0.029, 0.004, 0.026, -0.081, -0.054, 0.780, -0.675, -0.079, -0.149, 0.008, -0.153, -0.098, 0.115, 0.101, 0.091, 0.113, -0.099, -0.087, -0.137, -0.292, -0.140, -0.089, 0.713, -0.325, -0.137, -0.092, -0.092, -0.081, -0.120, -0.300, -0.121, -0.090, -0.116, -0.099, -0.113, 0.097, 0.102, 0.073, 0.083, 0.099, 0.061, 0.100, 0.098, 0.101, 0.114, 0.096, 0.105, 0.101, 0.102, 0.077],
  "max_force_ev_per_a": 1.3,
  "mol_weight_g_mol": 1447.0,
  "de_lowest_ev": 0.907,
  "charge": 0,
  "gap_ev": 7.19,
  "e_homo_ev": -7.08,
  "total_energy_ev": -209360.1650
}

---

(4)
{
  "formula": "C16H17N",
  "method": "wB97M-V/def2-TZVPD",
  "elements": ["C", "C", "C", "N", "C", "C", "C", "C", "C", "C", "H", "H", "H", "H", "H", "H", "H", "H", "H", "C", "C", "C", "C", "C", "C", "C", "H", "H", "H", "H", "H", "H", "H", "H"],
  "positions_angstrom": [[-0.781, -1.272, 2.719], [0.561, -0.943, 2.173], [1.471, -0.071, 2.689], [2.599, -0.015, 1.887], [2.375, -0.795, 0.773], [3.175, -1.056, -0.345], [2.676, -1.927, -1.278], [1.388, -2.531, -1.158], [0.658, -2.311, -0.024], [1.121, -1.379, 0.921], [-0.833, -2.310, 3.055], [-1.609, -1.135, 2.023], [-0.976, -0.658, 3.600], [1.500, 0.468, 3.624], [3.257, 0.743, 1.863], [3.971, -0.389, -0.632], [3.163, -2.145, -2.216], [1.144, -3.125, -2.028], [-0.370, -2.621, 0.079], [-3.186, 2.133, 0.318], [-2.119, 1.772, -0.696], [-0.910, 2.440, -0.755], [0.042, 2.088, -1.713], [-0.201, 1.057, -2.583], [-1.407, 0.339, -2.514], [-2.330, 0.688, -1.549], [-3.887, 1.323, 0.410], [-3.711, 3.019, -0.050], [-2.739, 2.422, 1.268], [-0.739, 3.341, -0.202], [0.968, 2.646, -1.746], [0.474, 0.640, -3.323], [-1.496, -0.550, -3.118], [-3.250, 0.115, -1.475]],
  "lowdin_charge": [-0.052, -0.230, -0.060, 0.072, -0.222, -0.028, -0.102, -0.094, -0.028, -0.147, 0.078, 0.074, 0.075, 0.119, 0.146, 0.104, 0.092, 0.094, 0.107, -0.049, -0.282, -0.056, -0.093, -0.101, -0.085, -0.064, 0.064, 0.081, 0.076, 0.104, 0.099, 0.099, 0.098, 0.107],
  "max_force_ev_per_a": 1.8,
  "mol_weight_g_mol": 223.3,
  "de_lowest_ev": 0.481,
  "charge": 0,
  "smiles": "Cc1c[nH]c2ccccc12.Cc1ccccc1",
  "gap_ev": 8.69,
  "e_homo_ev": -7.84,
  "total_energy_ev": -18357.8604
}

---

(5)
{
  "formula": "N4S",
  "method": "wB97M-V/def2-TZVPD",
  "elements": ["N", "N", "S", "N", "N"],
  "positions_angstrom": [[0.585, 0.496, -0.128], [1.695, 0.212, 0.005], [3.140, -0.243, 0.016], [-2.253, -0.036, 0.289], [-3.168, -0.429, -0.182]],
  "lowdin_charge": [0.146, -0.807, 0.659, -0.013, 0.015],
  "max_force_ev_per_a": 7.0,
  "mol_weight_g_mol": 88.1,
  "de_lowest_ev": 0.131,
  "charge": 0,
  "smiles": "N#[N+][S-].N#N",
  "gap_ev": 10.41,
  "e_homo_ev": -10.06,
  "total_energy_ev": -16795.3956
}